No. 1
# C9H13NO2

One molecule with the formula C9H13NO2 at a distorted geometry (the ωB97M-V functional and the def2-TZVPD basis, the OMol25 dataset).

```
25
Properties=species:S:1:pos:R:3:forces:R:3
C 1.11606 -2.01646 -1.83492 -3.219 -2.969 -0.073
C -0.09371 -1.36894 -1.19991 -1.957 1.201 -2.804
O -1.13050 -2.33373 -0.94198 -1.165 3.003 -4.248
N 0.26860 -0.61668 -0.09341 0.487 1.154 2.612
C 0.85161 -1.40926 1.00250 0.869 0.892 -1.392
O 2.20586 -1.02429 1.29305 -2.152 -1.206 4.012
C -0.28716 0.67457 0.19325 0.915 -1.364 1.164
C 0.30476 1.40549 1.26380 -0.276 -2.173 0.181
C -0.28315 2.56685 1.64194 0.200 1.343 -1.173
C -1.21455 3.18249 0.83462 -2.737 0.615 0.795
C -1.86918 2.43436 -0.15464 1.533 0.306 0.414
C -1.41487 1.16587 -0.43765 0.253 0.002 -1.281
H 1.32988 -2.81836 -1.11686 0.509 -0.388 -0.924
H 1.87619 -1.37269 -1.83388 3.132 2.605 -0.190
H 0.91621 -2.38344 -2.86433 0.084 -0.032 0.870
H -0.57613 -0.61548 -1.90834 0.691 -1.262 0.613
H -0.86877 -2.79005 -0.22998 1.303 -2.918 4.178
H 0.99621 -2.38808 0.48796 -0.916 0.102 1.633
H 0.26465 -1.28267 1.95204 0.574 -0.685 -0.926
H 2.59658 -0.72454 0.54199 1.660 1.341 -3.545
H 1.05800 0.93055 1.91633 -0.231 0.385 -0.756
H 0.06172 3.20658 2.40705 0.671 0.028 1.159
H -1.63976 4.12101 1.28285 0.417 -0.715 -1.166
H -2.58108 2.73800 -0.87526 -0.989 1.075 0.042
H -1.88744 0.71893 -1.32621 0.346 -0.340 0.805
```
Positions in Å, forces in eV/Å.

Computed properties:
SMILES: C[C@@H](O)N(CO)c1ccccc1
HOMO energy, eV: -8.261
Energy, eV: -15126.9415

Here are the Löwdin charges for atoms 1 to 8, given in e:
1 C 0.00
2 C -0.45
3 O 0.03
4 N -0.06
5 C -0.18
6 O -0.03
7 C -0.17
8 C -0.02

***

No. 2
# C14H36MnN2O4

C14H36MnN2O4 as an isolated structure at a distorted geometry (the ωB97M-V functional and the def2-TZVPD basis, the OMol25 dataset).

```
57
Properties=species:S:1:pos:R:3:forces:R:3
Mn -0.33034 -0.18592 0.12165 0.224 -1.743 2.231
C -0.60943 0.00040 4.86362 -0.587 0.920 -2.658
C -0.99991 0.76161 3.40272 0.670 -1.228 -0.681
C -0.43349 2.16525 3.29426 1.206 0.661 1.786
O -0.67750 -0.00424 2.30630 0.463 -0.398 -0.832
H -1.54353 0.03838 5.42409 0.488 0.013 0.630
H 0.29368 0.41216 5.31412 -0.407 0.651 0.358
H -0.30096 -1.02918 4.68216 -0.564 -0.092 -0.422
H -2.05747 1.00386 3.29786 -0.885 -0.574 1.103
H -1.01751 2.94455 2.80468 -0.381 -0.274 -0.205
H 0.58937 2.22437 2.92232 0.225 -0.350 -0.297
H -0.31937 2.48329 4.33056 -0.088 0.616 0.175
C 2.28571 -3.19411 -1.26010 -1.824 -0.556 -0.362
C 0.72308 -3.08487 -1.24027 -0.778 -0.764 1.898
C 0.12423 -4.55628 -1.06628 0.417 0.383 -0.368
O 0.28614 -2.22736 -0.23152 -0.065 0.590 -0.048
H 2.66328 -2.21661 -1.56016 0.507 -0.160 0.461
H 2.59244 -3.98226 -1.94773 0.146 0.197 -0.413
H 2.53708 -3.60028 -0.28033 0.405 0.717 0.201
H 0.32255 -2.71214 -2.18300 0.175 -0.061 -0.855
H 0.40016 -5.11160 -0.16985 0.702 0.456 0.269
H 0.48137 -5.14472 -1.91142 -0.051 -0.218 -0.164
H -0.95838 -4.67515 -1.02229 -0.242 0.737 -0.387
C 0.83019 4.11972 0.07321 1.147 -0.752 -0.999
C 0.90154 2.59941 -0.27002 -1.919 0.530 -1.324
C 2.09378 1.76109 0.28354 -1.169 0.312 0.401
O 1.73059 0.36165 0.45891 1.562 1.223 0.131
C 2.46764 -0.41444 1.44594 -0.453 -0.341 1.225
N -0.43067 2.04384 0.05973 1.209 -0.217 1.319
H 0.05215 4.63885 -0.48647 -0.509 -0.510 0.072
H 1.70333 4.59297 -0.37598 0.516 0.284 0.814
H 0.66887 4.28214 1.13890 0.398 0.140 -0.040
H 0.90804 2.47293 -1.35263 0.490 0.369 -0.208
H 2.40260 2.23087 1.21737 0.203 -0.368 0.228
H 2.85551 1.92242 -0.47925 0.470 -0.506 0.225
H 1.90369 -0.53719 2.37060 -1.008 0.209 -0.292
H 3.35910 0.01802 1.90022 0.489 0.499 -1.183
H 2.60806 -1.44331 1.11456 0.162 0.398 -0.614
H -1.20282 2.57811 -0.31234 0.226 0.267 -0.342
H -0.43599 2.21322 1.05541 -0.896 -0.477 0.499
C -3.57008 -0.84990 -2.34226 -1.515 -0.405 -1.393
C -2.25782 -0.67677 -1.76230 1.684 0.868 -2.250
C -1.27341 0.19907 -2.65247 0.465 -1.544 0.763
O 0.05798 0.21694 -2.02717 -2.327 0.054 -0.691
C 1.14349 0.15999 -2.90500 0.586 0.218 0.567
N -2.45437 -0.00465 -0.54012 0.309 -0.195 2.022
H -3.42760 -1.49202 -3.21144 -0.897 0.365 -0.518
H -4.03817 0.12570 -2.47335 -0.312 -0.075 -0.771
H -4.18631 -1.37709 -1.61394 -0.087 -0.236 -0.141
H -1.89004 -1.70166 -1.81158 1.037 0.182 1.351
H -1.54981 1.23999 -2.82035 -0.477 0.014 0.087
H -1.26251 -0.34824 -3.59504 0.447 0.265 -0.301
H 1.12062 -0.79319 -3.43321 0.367 0.161 -0.273
H 2.00241 0.26610 -2.24236 0.251 -0.596 -0.130
H 1.21319 1.04882 -3.53208 -0.394 -0.097 -0.555
H -3.08529 -0.56573 0.01415 0.067 -0.118 0.626
H -3.00913 0.80318 -0.78457 0.120 0.553 0.277
```
Positions in Å, forces in eV/Å.

Computed properties:
HOMO energy (spin up / spin down), eV: -6.905 / -6.995
Energy, eV: -57589.0619
Spin multiplicity: 6

Here are the Löwdin charges for atoms 1 to 8, given in e:
1 Mn 0.86
2 C -0.03
3 C -0.55
4 C -0.11
5 O -0.34
6 H 0.05
7 H 0.04
8 H 0.05

***

No. 3
# C4H5O6Tl

C4H5O6Tl as an isolated structure at a distorted geometry (the ωB97M-V functional and the def2-TZVPD basis, the OMol25 dataset).

```
16
Properties=species:S:1:pos:R:3:forces:R:3
O 1.61874 0.19876 0.49027 -3.375 -3.997 -0.464
C 0.99217 0.73879 1.44933 -1.650 -0.445 0.988
O 1.47953 1.76452 2.00971 -3.439 -0.248 3.170
O -0.19267 0.32979 1.83473 1.163 1.306 -1.263
Tl 2.85907 1.69119 0.62442 9.287 5.106 -3.893
C -0.94067 -0.74785 0.74111 0.665 1.259 2.086
C -1.40483 -1.08313 2.11520 -0.562 -4.701 0.899
H -1.56531 -0.02318 0.20890 0.173 -0.624 -0.333
H -0.23309 -1.47329 0.32721 -0.090 0.501 -0.267
H -2.13425 -0.47301 2.65088 0.041 -0.353 0.126
O -0.62708 -2.06829 2.76736 -0.694 3.596 -4.184
C -1.15450 -2.62614 3.85152 -2.612 -2.712 3.886
O -2.24021 -2.38411 4.31595 1.198 0.634 -1.031
O -0.34526 -3.59643 4.24917 0.344 0.914 -0.846
H -0.76765 -4.10196 4.95578 -0.163 -0.012 0.286
H -2.06823 -1.70971 1.15232 -0.286 -0.222 0.840
```
Positions in Å, forces in eV/Å.

Computed properties:
Charge: +2
HOMO energy (spin up / spin down), eV: -18.433 / -18.450
Energy, eV: -21180.5813

Here are the Löwdin charges for atoms 1 to 8, given in e:
1 O -0.06
2 C -0.72
3 O 0.00
4 O 0.10
5 Tl 1.49
6 C 0.18
7 C -0.03
8 H 0.18

***

No. 4
# C2H37O17

A 17-piece molecular cluster, C2H37O17 overall at a distorted geometry (the ωB97M-V functional and the def2-TZVPD basis, the OMol25 dataset).

```
56
Properties=species:S:1:pos:R:3:forces:R:3
C 0.64341 -0.12071 0.16229 0.410 -0.459 -0.135
C -0.83345 -0.04043 0.36448 -1.699 1.494 0.409
O -1.50237 1.03704 -0.30773 0.890 -1.492 -0.262
H 1.10014 -0.79888 0.88333 -0.046 -0.035 0.036
H 1.08899 0.86351 0.30772 0.097 0.027 -0.249
H 0.86381 -0.52869 -0.82497 0.229 0.331 -0.225
H -0.98489 0.03856 1.44434 -0.120 0.539 0.536
H -1.32663 -1.00478 0.21929 -0.022 -0.445 -0.764
O 2.68004 3.02779 0.42642 0.435 -0.024 0.068
H 3.51843 2.78055 0.03528 0.100 0.013 -0.042
H 2.76021 2.77329 1.34745 0.033 -0.118 0.273
O 0.06088 3.73160 0.34343 0.161 0.514 0.226
H -0.31718 2.88484 0.09495 -0.187 -0.401 -0.242
H 0.99990 3.55757 0.43954 -0.094 0.090 -0.419
O -2.69873 -2.49427 2.33999 0.144 -0.261 0.177
H -2.63456 -2.54410 1.38432 -0.036 -0.067 -0.352
H -2.91404 -1.57726 2.51879 -0.098 0.277 -0.013
O -2.29322 2.90565 1.60373 -0.806 0.504 0.517
H -2.01538 2.55190 0.75463 -0.008 -0.605 -0.127
H -1.81120 2.38527 2.24902 0.178 -0.035 0.045
O -2.27272 -0.39323 -2.65289 -0.172 -0.968 -0.634
H -2.79445 0.31913 -3.02694 -0.074 0.316 -0.082
H -1.99840 -0.06432 -1.79140 0.250 0.776 0.905
O -0.08564 -1.97482 -3.09803 1.060 -0.690 0.136
H 0.44417 -1.31307 -3.54548 -0.107 0.353 -0.118
H -0.95647 -1.57368 -3.01974 -0.732 0.562 0.040
O -3.13535 2.32660 -2.42357 -0.191 0.101 -0.505
H -2.61424 2.06101 -1.66174 0.473 -0.252 0.533
H -3.52023 3.16653 -2.17064 -0.110 0.080 0.042
O 3.43437 0.63045 -1.57672 -0.070 0.068 0.150
H 3.77838 0.04282 -2.25145 0.044 -0.182 -0.163
H 3.99454 1.40633 -1.62570 0.095 0.160 -0.110
O 2.97099 -1.06710 2.96407 0.181 0.521 0.771
H 2.15016 -1.55000 2.84556 -0.271 -0.323 -0.010
H 3.44557 -1.20045 2.13842 -0.050 -0.198 -0.380
O 0.24984 -2.13619 2.82986 0.571 -0.068 0.245
H -0.46506 -2.63824 2.43341 -0.393 -0.100 -0.034
H -0.02524 -1.22136 2.74778 -0.264 0.224 -0.024
O 2.09465 -3.07047 -1.33915 0.148 -0.301 0.180
H 2.66714 -3.32573 -2.06401 0.082 -0.143 -0.138
H 1.51552 -2.40104 -1.71258 -0.614 0.147 -0.349
O 0.67326 1.69455 -2.39068 0.344 0.048 -0.703
H 1.45480 1.44896 -1.89276 0.118 -0.049 0.125
H -0.05749 1.30823 -1.90023 -0.606 0.081 0.458
O 3.55102 -1.55240 0.35813 0.810 0.162 0.258
H 3.30153 -0.71280 -0.03320 -0.029 0.286 -0.162
H 2.98340 -2.19699 -0.07468 -0.241 -0.349 -0.195
O -0.40567 1.63348 3.56236 -0.083 -0.088 0.054
H 0.48218 1.48966 3.23067 0.209 -0.004 -0.182
H -0.36978 1.35127 4.47752 -0.041 -0.061 0.197
O -1.01404 -3.64227 -0.65062 -0.401 -0.116 0.346
H -0.36573 -4.32962 -0.80976 0.190 -0.051 -0.049
H -0.54368 -2.82493 -0.82255 0.078 0.206 -0.194
O -4.55941 0.49050 -0.04317 -0.566 -0.196 0.248
H -3.61765 0.63015 -0.17083 0.797 0.287 0.062
H -4.77442 -0.23936 -0.62555 0.003 -0.087 -0.176
```
Positions in Å, forces in eV/Å.

Computed properties:
Charge: -1
HOMO energy, eV: -5.535
Energy, eV: -37484.9496

Here are the Löwdin charges for atoms 1 to 8, given in e:
1 C -0.10
2 C -0.39
3 O -0.36
4 H 0.05
5 H 0.07
6 H 0.05
7 H 0.07
8 H 0.08

***

Asked for relative energy (zero: lowest compared OMol25 entry of this formula, charge and spin) across the records above, the calculation gives 62.0, 81.4, 75.4, 48.0 kcal/mol in order.